Here is 2 unconnected molecules or ions with the total composition C6H8N2O5 from the Open Molecules 2025 dataset. Energies are from ωB97M-V with the def2-TZVPD basis set.

```
21
Properties=species:S:1:pos:R:3:mulliken_charge:R:1
C -1.80 -1.81 -0.24 -0.09
C 1.32 1.31 1.97 -0.27
C -0.68 -1.14 1.74 0.25
C 0.47 0.90 -1.98 -0.39
C -0.04 -0.14 0.83 0.94
C 0.11 -0.72 -0.52 0.55
N 1.24 0.27 1.26 -0.60
N -0.95 -1.38 -1.08 -0.51
O -1.62 -1.96 1.13 -0.34
O -0.50 -1.18 2.94 -0.55
O -0.48 1.06 -2.95 -0.51
O -1.14 0.84 0.85 -0.61
O 1.32 -1.33 -0.56 -0.56
H -2.78 -2.18 -0.67 0.38
H 2.28 1.80 2.14 0.29
H 0.53 2.03 2.29 0.25
H 1.41 0.47 -2.31 0.30
H 0.62 1.94 -1.59 0.25
H -0.53 0.32 -3.64 0.35
H -0.71 1.68 0.47 0.44
H 1.92 -0.79 -0.07 0.42
```

Properties
energy above the lowest of the compared OMol25 structures with the same formula, charge and spin	188.4	kJ/mol
HOMO-LUMO gap	0.3021	Eh
total charge	0
HOMO energy	-0.293	Ha